No. 1
Below is C21H29F3NO6S2 as an isolated structure, with properties calculated with the ωB97M-V functional and the def2-TZVPD basis.

Properties
* ΔE to the lowest compared entry with this formula, charge and spin: 1.051 eV
* DFT total energy: -2419.76162 a.u.
* net charge: -1
* highest occupied orbital energy: -3.34 eV

Each line ends with the Löwdin charge.
Geometry (Å):
C: 0.92 1.00 -0.73  -0.0715
C: 0.25 0.87 -2.06  -0.5011
O: -1.19 1.62 0.40  -0.0582
O: 1.00 -3.57 3.17  -0.3097
H: -3.94 -2.66 3.02  0.0944
H: -1.76 2.79 2.01  0.1213
H: 5.11 2.20 0.91  0.0985
C: 2.90 4.27 -0.86  -0.2089
F: 0.60 -6.56 -0.67  0.0533
C: -1.81 -2.61 2.76  -0.0490
C: -3.25 0.51 -2.91  -0.0885
H: -1.93 0.99 2.28  0.1212
C: -2.41 -1.20 0.35  -0.0804
H: -1.98 2.24 -3.18  0.1291
O: 0.71 1.42 1.63  0.0314
C: 0.15 1.39 0.53  -0.5087
C: 1.77 3.26 -0.82  -0.1604
O: 0.94 0.87 -3.08  0.0073
S: 0.83 -2.74 2.02  0.6046
H: -3.80 1.06 -2.13  0.0712
H: 1.03 3.46 -1.60  0.1229
H: -4.16 2.03 1.87  0.0734
C: -1.11 -1.25 0.87  -0.0917
H: -2.56 -0.63 -0.58  0.0871
C: 3.25 1.50 0.20  -0.1716
C: -1.90 1.13 -3.16  -0.2089
H: -3.73 0.92 0.57  0.0453
O: 1.77 -1.69 1.74  -0.2653
H: 0.36 -4.17 -1.32  0.0743
S: 2.10 -4.76 0.57  1.0281
C: 1.11 -6.37 0.58  -0.7663
C: -3.14 -2.40 2.33  -0.0777
H: 2.74 1.63 1.16  0.1007
C: -3.44 -1.89 1.03  -0.0589
H: 1.26 3.37 0.15  0.1144
H: 3.28 4.30 -1.89  0.1049
C: 4.03 3.94 0.12  -0.2095
H: -4.44 -2.06 0.55  0.1162
H: 2.64 1.50 -1.85  0.1353
F: 0.05 -6.40 1.43  0.0870
H: 3.56 0.44 0.14  0.1197
O: -1.08 0.71 -2.04  -0.0612
C: 2.21 1.77 -0.87  -0.2993
H: -3.15 -0.51 -2.56  0.0664
H: -3.62 2.66 0.31  0.0763
C: 4.43 2.46 0.10  -0.2139
H: 2.48 5.26 -0.65  0.0992
H: 4.93 4.50 -0.15  0.0928
H: -1.45 0.76 -4.08  0.1152
C: 0.19 -3.32 -0.63  -0.1411
H: 0.75 -2.42 -0.94  0.1068
C: -0.81 -2.11 1.93  -0.2787
H: -1.50 -3.13 3.67  0.1166
F: 1.96 -7.40 0.85  0.0559
N: 0.66 -3.78 0.67  -0.5672
H: 4.94 2.25 -0.85  0.1053
H: -0.91 -3.16 -0.60  0.0910
H: 3.76 4.25 1.14  0.1089
H: -0.25 -0.76 0.40  0.0893
C: -2.04 1.83 1.56  -0.2068
C: -3.46 1.87 1.04  -0.0807
H: -3.84 0.50 -3.82  0.0698



No. 2
Below is a 15-piece molecular cluster, C42H123N9O15 overall, with properties calculated with the ωB97M-V functional and the def2-TZVPD basis.

Properties
* ΔE to the lowest compared entry with this formula, charge and spin: 8.047 eV
* DFT total energy: -3294.92943 a.u.
* net charge: 0
* highest occupied orbital energy: -9.06 eV

Each line ends with the Löwdin charge.
Geometry (Å):
H: -4.04 6.96 9.56  0.0892
O: -7.63 4.00 -4.58  -0.1239
H: 6.91 0.38 7.72  0.0780
H: 3.60 -0.12 -4.46  0.0604
H: 6.69 -10.55 -3.87  0.0752
N: 7.28 -3.26 -0.87  0.0163
H: 4.93 -0.06 5.93  0.0646
H: 6.98 -4.19 -1.14  0.0712
H: -6.35 -4.25 -0.95  0.0797
H: 0.45 -1.12 0.27  0.0691
C: -4.51 10.89 -5.65  -0.1889
H: 2.61 -1.99 -5.47  0.0718
C: 4.16 -9.44 -3.93  -0.2422
H: 4.99 -7.06 4.86  0.0736
C: -3.85 8.73 2.91  -0.2155
H: -3.95 -7.44 -7.67  0.0656
C: -5.35 6.68 3.15  -0.0650
C: -2.83 -8.75 2.72  -0.1567
H: -1.83 7.60 8.67  0.1178
C: -1.46 6.88 9.40  -0.1779
H: -8.08 5.45 -6.02  0.0753
H: 1.07 -1.17 -5.71  0.0732
C: 5.96 5.07 2.29  -0.1570
H: -3.98 -5.27 -8.64  0.1144
H: 6.08 -10.41 -2.20  0.0744
N: -1.07 -4.82 10.39  0.0283
C: 5.85 0.38 7.47  -0.1648
H: -2.64 -7.36 -9.79  0.0781
C: -2.48 -3.45 8.84  -0.2113
C: -0.54 4.37 9.66  -0.0577
C: -2.19 -6.34 -8.02  -0.4124
C: -0.25 -4.38 8.20  -0.0758
C: -2.72 9.39 -5.74  -0.1173
O: -3.73 10.02 -6.53  -0.1891
H: -1.92 3.06 -0.25  0.0829
H: 0.47 1.53 3.57  0.0683
H: -4.74 -3.28 -7.95  0.0816
H: 8.74 -3.67 1.17  0.0777
C: 9.15 -4.12 0.27  -0.0732
H: 0.71 -4.74 8.55  0.0696
H: -7.05 11.43 -4.68  0.0683
H: -5.06 13.11 -7.38  0.0775
C: 1.67 1.11 -6.87  -0.1883
N: -6.66 11.97 -5.43  0.0249
H: -4.80 10.41 -4.71  0.1108
H: 0.42 4.65 10.09  0.0734
H: -1.64 1.02 1.72  0.1252
O: -2.26 6.78 10.56  -0.1980
C: -3.59 6.38 10.36  -0.1121
H: 0.55 1.05 -9.86  0.0861
H: 5.62 4.70 3.26  0.0741
H: -3.66 9.74 3.28  0.1188
H: -0.51 7.27 9.76  0.1224
H: -3.22 -7.18 -6.33  0.0663
H: -6.34 6.35 3.47  0.0696
H: 8.81 -2.98 -2.95  0.1093
H: 3.25 -9.38 -4.51  0.1242
C: -5.54 12.15 -7.58  -0.0695
H: -2.07 10.11 -5.26  0.0814
H: -1.08 -7.92 -9.03  0.0799
O: 10.76 -3.48 -2.27  -0.2062
H: -3.59 5.31 10.17  0.0799
H: 8.89 -2.22 -0.62  0.1303
C: 0.27 -0.98 1.33  -0.0397
O: -2.05 -9.94 2.82  -0.1316
H: -0.72 -5.24 7.72  0.0806
H: 3.66 0.14 -6.78  0.1369
H: 5.12 4.77 1.67  0.0704
H: -5.38 6.65 2.06  0.0789
H: -2.24 8.76 -6.50  0.0901
N: -6.27 8.86 3.71  0.0390
H: -3.06 8.82 -4.88  0.0774
H: 6.39 -11.94 -2.94  0.0728
H: 4.98 -8.87 -4.37  0.1345
H: -0.71 7.80 2.38  0.0817
H: 6.96 -3.17 0.09  0.0687
H: -0.58 -2.85 9.65  0.1339
C: 11.21 -2.12 -2.46  -0.0956
H: -6.89 8.40 4.36  0.0665
C: -5.93 -3.82 -1.86  -0.1798
C: 9.31 -3.67 -2.26  -0.1466
H: -3.99 11.79 -5.34  0.1255
C: 4.74 -8.12 4.84  -0.1839
H: 1.92 -8.62 -2.57  0.0759
C: -3.85 -3.04 -7.37  -0.1039
C: 5.98 -10.95 -3.15  -0.0716
H: -1.22 4.37 10.52  0.0645
O: 6.28 6.46 2.22  -0.1323
H: -0.01 -3.67 7.40  0.0758
H: 12.30 -2.08 -2.48  0.0835
H: 10.24 -4.05 0.33  0.0740
H: -2.60 -10.69 2.59  0.0666
H: 1.06 -1.49 1.87  0.0697
C: -2.97 -4.99 -8.32  -0.1884
C: -5.03 8.09 3.64  -0.4562
H: -3.89 -9.02 2.70  0.0761
H: -5.17 -3.06 -1.66  0.0765
H: 8.90 -5.18 0.14  0.0856
H: 3.98 -11.53 -3.16  0.1347
H: -2.64 -8.15 3.61  0.0731
C: 2.09 -1.24 -6.08  -0.0802
O: 5.09 -8.85 5.99  -0.1108
H: -4.97 -4.35 -3.33  0.0665
H: 5.18 -8.56 3.94  0.0749
H: -1.57 2.14 -1.71  0.0867
H: 10.95 -1.54 -1.57  0.0709
H: -4.25 -2.46 7.10  0.0851
C: -5.84 11.23 -6.38  -0.4313
C: -0.71 1.43 1.34  -0.2502
H: 3.65 -8.14 4.72  0.0754
H: -4.67 5.92 3.52  0.0762
H: -7.32 5.93 -4.47  0.0720
H: -0.06 0.04 3.77  0.0726
H: -1.26 9.51 2.56  0.0807
O: -2.67 7.93 3.08  -0.1828
H: -2.55 -8.16 1.85  0.0725
H: 3.74 -11.93 -5.23  0.0654
N: -0.33 5.57 7.61  0.0184
H: 2.47 -10.04 -1.93  0.0795
N: -3.01 -7.33 -7.31  0.0184
H: -0.09 -4.86 10.60  0.0607
H: -6.75 -3.35 -2.39  0.0732
H: 4.25 -9.17 6.31  0.0708
O: -3.16 -4.27 -7.10  -0.2065
O: -5.26 -4.84 -2.56  -0.1165
H: -0.71 -1.41 1.54  0.0712
N: 4.67 -11.58 -5.07  0.0335
H: 5.24 -0.24 8.13  0.0748
H: -0.56 2.43 1.77  0.1205
H: -4.57 7.92 4.61  0.1251
H: -3.10 -3.15 9.69  0.1185
C: 2.79 -9.00 -2.03  -0.0875
H: -7.47 12.21 -5.99  0.0665
H: 10.78 -1.58 -3.30  0.0826
H: -0.34 3.39 9.23  0.0763
H: 0.68 0.93 -6.46  0.1175
H: -3.20 -2.41 -7.98  0.0819
H: -6.02 9.64 4.30  0.0650
C: 2.72 0.16 -6.24  -0.3968
H: -1.33 -6.14 -7.38  0.1360
C: 0.84 1.70 -9.04  -0.0987
C: 0.43 0.51 1.81  -0.4426
H: -6.30 10.34 -6.80  0.1330
H: -2.64 1.45 -0.45  0.0853
C: 4.59 -10.88 -3.79  -0.4461
C: -1.17 5.45 8.76  -0.4369
H: -8.51 4.00 -4.18  0.0769
C: -1.73 -7.07 -9.26  -0.0848
H: -3.91 -1.19 8.34  0.0815
H: 0.26 6.38 7.75  0.0638
H: -4.11 8.86 1.86  0.1216
C: -1.76 2.06 -0.64  -0.0945
H: 5.50 1.41 7.54  0.0719
O: -0.58 1.52 -0.04  -0.1832
H: -4.82 11.65 -8.24  0.0719
O: 5.86 -0.15 6.14  -0.1252
H: 2.01 -1.72 -7.05  0.0699
H: -6.34 5.22 -5.70  0.0793
H: 1.34 0.90 1.35  0.1344
O: 4.04 -8.76 -2.73  -0.1747
H: 2.15 0.60 -4.34  0.0600
C: -1.55 8.49 2.29  -0.0809
H: 6.61 6.64 1.33  0.0682
H: -6.42 12.42 -8.16  0.0690
H: 9.15 -4.67 -2.67  0.1251
C: -3.53 -1.74 7.48  -0.0912
H: 6.91 4.59 2.05  0.0767
C: -7.34 5.19 -5.26  -0.1796
H: -3.34 -0.98 6.73  0.0817
C: 8.70 -3.26 -0.88  -0.4734
H: 4.78 -10.95 -5.85  0.0667
N: 0.59 0.59 3.22  0.0250
H: -0.88 5.97 6.86  0.0658
H: 0.01 2.05 -8.43  0.0785
H: -2.11 5.04 8.38  0.1237
H: -1.68 8.54 1.21  0.0771
H: 2.71 -8.48 -1.08  0.0853
H: -1.50 -4.58 11.27  0.0640
H: -2.49 -4.38 -9.08  0.1183
H: -2.93 -4.33 8.38  0.1265
N: 3.03 0.61 -4.85  0.0155
H: 1.33 2.61 -9.42  0.0793
O: -2.32 -2.37 7.94  -0.2034
H: -1.18 -6.38 -9.90  0.0719
O: 1.70 0.82 -8.29  -0.2067
H: 1.99 2.15 -6.75  0.1216
C: -1.07 -3.77 9.34  -0.4246
H: -4.09 -2.53 -6.44  0.0842
H: -4.20 6.52 11.26  0.0876



No. 3
Below is C24H25ClIrN2OP as an isolated structure, with properties calculated with the ωB97M-V functional and the def2-TZVPD basis.

Properties
* ΔE to the lowest compared entry with this formula, charge and spin: 0.105 eV
* DFT total energy: -2019.40649 a.u.
* multiplicity: 5
* net charge: +2
* highest occupied orbital energy (spin up / spin down): -11.41 / -14.66 eV

Each line ends with the Löwdin charge.
Geometry (Å):
Cl: 0.90 2.24 -1.38  0.1264
C: -3.77 2.66 -0.62  -0.0377
C: 4.21 0.02 -0.53  -0.2882
H: 2.86 -1.26 -1.56  0.0497
H: -1.54 -4.29 2.69  0.1386
H: -0.70 -1.80 -4.63  0.1263
H: -3.82 -0.86 4.00  0.1481
C: -3.33 3.71 0.19  -0.0382
N: 3.70 1.47 1.03  0.0769
H: 6.37 3.16 1.19  0.1114
C: 5.80 2.44 1.79  0.0127
H: 6.40 0.41 -0.41  0.1380
C: -2.52 -0.55 2.32  0.0018
N: 3.19 0.62 0.11  -0.1938
C: 5.04 1.52 0.94  -0.2372
C: -3.09 -1.32 3.33  0.0614
C: -3.01 1.50 -0.70  -0.0635
H: -3.15 -3.25 4.29  0.1422
H: -0.46 2.36 1.41  0.0824
O: 1.63 -1.50 2.29  0.0599
C: -2.46 -2.54 -3.60  -0.0308
C: -1.52 -1.15 -1.38  -0.3526
H: 6.53 1.90 2.40  0.1099
H: 5.15 3.01 2.47  0.0969
C: -1.85 1.38 0.07  -0.4358
H: -3.27 -1.92 -0.34  0.1132
C: -1.26 -1.83 -3.69  -0.0292
Ir: 1.18 0.29 -0.10  1.0160
H: 4.48 -1.96 -1.23  0.1109
C: -1.62 -1.13 1.42  -0.2860
H: -3.30 0.67 -1.35  0.1065
C: 3.94 -1.04 -1.50  -0.0107
C: -2.15 3.61 0.93  -0.0500
H: -2.79 0.50 2.21  0.1230
C: -0.78 -1.15 -2.56  -0.0974
C: 1.42 -0.94 1.28  -0.4548
H: -0.59 -2.96 0.84  0.1409
H: -3.92 4.63 0.23  0.1204
H: 3.12 2.02 1.66  0.1781
C: 5.40 0.61 -0.06  0.0815
P: -0.92 -0.17 0.03  0.7982
C: -2.73 -2.66 3.47  0.0343
H: 1.44 0.54 -3.62  0.0604
H: -4.69 2.72 -1.19  0.1220
C: -1.27 -2.48 1.56  -0.0081
H: 0.15 -0.59 -2.61  0.0009
H: 4.30 -0.72 -2.49  0.1094
H: 1.18 1.11 -3.15  -0.0784
C: -3.19 -2.58 -2.40  -0.0373
C: -1.82 -3.24 2.58  0.0151
H: -4.13 -3.14 -2.32  0.1241
H: -1.81 4.44 1.55  0.1213
C: -2.71 -1.89 -1.29  -0.0885
H: -2.84 -3.08 -4.46  0.1230
C: -1.40 2.44 0.87  -0.1635



No. 4
Below is one molecule with the formula CH4BF, with properties calculated with the ωB97M-V functional and the def2-TZVPD basis.

Properties
* ΔE to the lowest compared entry with this formula, charge and spin: 0.456 eV
* SMILES string: BCF
* DFT total energy: -165.14261 a.u.
* net charge: 0
* highest occupied orbital energy: -11.43 eV

Each line ends with the Löwdin charge.
Geometry (Å):
H: 0.91 -0.90 0.93  0.1298
B: -0.33 0.69 0.05  0.0606
H: -1.59 0.41 0.04  0.0481
H: 0.93 -1.10 -0.87  0.1140
H: 0.05 1.85 0.13  0.0366
F: 2.00 0.19 -0.11  -0.0881
C: 0.79 -0.36 -0.06  -0.3010



No. 5
Below is C15H15BrNOOs as an isolated structure, with properties calculated with the ωB97M-V functional and the def2-TZVPD basis.

Properties
* DFT total energy: -3374.93964 a.u.
* multiplicity: 6
* net charge: 0
* highest occupied orbital energy (spin up / spin down): -5.13 / -7.95 eV

Each line ends with the Löwdin charge.
Geometry (Å):
H: 1.54 2.50 0.62  0.1236
H: 0.79 1.16 -5.58  0.0862
N: -1.94 0.89 1.87  -0.2200
H: -0.17 -3.04 -4.74  0.0882
H: 1.82 -1.35 -5.46  0.1002
H: -2.41 -1.57 -4.38  0.0945
H: 2.19 -1.41 -1.27  0.1204
H: -2.62 2.66 2.74  0.1215
C: 1.98 -0.64 -0.53  -0.2544
C: -1.44 -1.19 -4.65  -0.1824
C: 1.64 1.43 0.47  -0.2292
C: -2.78 -0.52 4.04  -0.1269
O: -1.02 1.53 1.03  -0.3249
H: 1.94 1.27 -1.75  0.1181
C: -1.12 0.19 -4.93  -0.1843
Br: -1.19 0.16 -1.88  0.3331
C: 1.87 -0.85 0.88  -0.2358
H: -1.70 -0.97 0.84  0.0341
C: 1.65 0.42 1.51  -0.2142
H: -3.08 -1.06 4.94  0.0897
H: 1.97 -1.79 1.40  0.1145
H: 1.54 0.57 2.57  0.1273
H: -1.82 1.02 -4.91  0.0954
C: -2.53 1.58 2.87  -0.0680
C: 0.26 0.26 -5.28  -0.1345
C: -1.93 -0.47 1.79  -0.1956
C: 1.84 0.77 -0.79  -0.2659
H: -3.30 1.42 4.86  0.0975
Os: 0.09 0.06 0.11  1.1705
C: -2.92 0.87 4.00  -0.0965
C: -2.23 -1.19 2.94  -0.0824
C: 0.80 -1.06 -5.22  -0.0759
H: -1.97 -2.25 2.92  0.1018
C: -0.25 -1.95 -4.84  -0.1254